Density functional theory data (the ωB97M-V functional and the def2-TZVPD basis) for a cluster of 2 separate species, C5H9NO in total.

- Gap between HOMO and LUMO (alpha / beta): 7.71 / 8.59 eV
- Energy: -325.709465 Eh
- ΔE to the lowest compared entry with this formula, charge and spin: 598.85 kJ/mol

Each line ends with the Mulliken charge.
Atoms and positions in Å:
C 1.89672 -1.23658 -1.05196  0.11
C -0.58282 -0.66655 1.35540  -0.56
C -1.59828 0.32042 0.98543  -0.51
C -0.90626 -0.40978 -0.13573  0.03
C 0.61916 1.42392 -0.75329  -0.72
N -0.10652 0.17832 -1.10538  -0.51
O 2.82728 -0.64783 -1.31930  -0.30
H 1.59534 -2.24721 -0.87841  0.32
H 0.38976 -0.38351 1.65422  0.24
H -0.70003 -1.65942 1.63285  0.28
H -2.59517 -0.05423 1.03991  0.25
H -1.62607 1.39984 1.16344  0.23
H -1.57860 -1.24892 -0.46707  0.36
H 1.68111 1.45606 -1.23299  0.26
H -0.04441 2.25244 -1.20194  0.27
H 0.72879 1.52301 0.31482  0.28